No. 1
This record from the OMol25 dataset describes a 9-piece molecular cluster, C21H38N8O3 overall. The level of theory is ωB97M-V with the def2-TZVPD basis set.

Geometry as XYZ:
```
70
Properties=species:S:1:pos:R:3:forces:R:3
C 2.809043 -1.293114 3.167213 -0.441 -0.332 0.552
N 4.090343 -0.664907 3.440529 -0.663 -0.474 -0.299
C 4.104873 0.436477 4.355153 -0.501 1.094 0.160
C 5.216076 -1.151850 2.894471 0.588 0.315 0.060
O 6.329715 -0.677243 3.049634 -0.204 -0.149 -0.004
H 2.421477 -1.835099 4.038353 0.134 0.132 0.107
H 2.857892 -2.047036 2.385342 0.224 0.200 -0.201
H 2.056907 -0.546523 2.916169 0.089 0.039 -0.160
H 4.795861 1.214737 4.030444 0.441 -0.347 0.175
H 3.138831 0.950228 4.347117 -0.131 -0.351 -0.169
H 4.267250 0.161584 5.399365 0.389 -0.169 -0.089
H 5.031191 -2.041935 2.273508 0.012 0.009 -0.078
C -1.524847 2.722671 1.004094 0.766 -0.131 0.137
N -2.481452 3.187834 0.025701 -0.569 -0.191 0.007
C -2.249263 2.850725 -1.361053 0.124 -0.189 0.089
C -3.655473 3.738863 0.421217 0.212 -0.095 -0.163
O -3.960965 4.001079 1.562892 -0.115 0.035 0.029
H -0.506186 2.959697 0.684335 -0.059 0.093 -0.079
H -1.547516 1.641784 1.161594 -0.267 0.030 -0.118
H -1.677613 3.191746 1.970583 -0.257 0.156 -0.089
H -1.400090 3.435418 -1.715269 0.104 -0.162 -0.270
H -2.058035 1.780811 -1.485235 0.322 -0.014 0.157
H -3.110665 3.031026 -2.004319 -0.127 0.410 0.269
H -4.309344 3.933048 -0.447584 -0.123 0.109 0.090
C -1.229706 -1.524541 -0.544362 0.108 -0.632 0.153
C -0.526700 -0.741125 0.547667 -0.533 -0.497 0.264
C 0.816325 -0.166861 0.206701 -0.121 0.372 0.429
O -1.034135 -0.665332 1.651687 0.309 0.175 -0.258
H -1.629101 -0.941165 -1.374398 0.238 0.312 0.089
H -2.061806 -2.086607 -0.126880 -0.060 0.158 0.126
H -0.519753 -2.253350 -0.949790 -0.001 0.164 -0.181
H 1.304033 0.283558 1.067785 -0.181 -0.159 0.076
H 0.656597 0.651120 -0.500555 0.213 -0.282 -0.365
H 1.442576 -0.959526 -0.202491 -0.003 0.171 -0.327
C -7.066673 -3.402218 -0.204447 -0.012 -0.148 -0.087
C -5.660782 -3.014618 -0.123905 -0.360 0.049 0.061
N -4.561383 -2.696464 -0.075712 0.184 -0.025 0.029
H -7.454377 -3.152873 -1.190572 -0.001 -0.019 -0.003
H -7.672581 -2.898045 0.544711 0.140 0.109 0.054
H -7.160479 -4.476034 -0.050014 0.017 -0.001 -0.040
C -1.938474 -3.847329 2.922283 0.670 0.529 -0.345
C -0.548842 -3.790719 2.445543 -0.317 0.122 -0.084
N 0.529140 -3.661834 2.074727 0.103 -0.128 -0.006
H -1.908377 -4.145846 3.966031 -0.352 -0.141 -0.002
H -2.538731 -4.489976 2.285458 0.026 -0.249 0.174
H -2.328462 -2.832718 2.818941 -0.050 -0.009 0.165
C -0.167637 2.798028 -4.369698 -0.006 0.521 -0.470
C 0.591970 1.764769 -3.674757 -0.633 0.423 -0.222
N 1.136526 0.933518 -3.106916 0.320 -0.189 0.169
H -0.063374 2.709786 -5.451200 0.197 -0.231 0.082
H 0.168926 3.796013 -4.092977 0.139 -0.062 0.181
H -1.237945 2.754181 -4.177973 0.047 -0.297 0.272
C 3.534809 -1.406884 -3.320549 -1.100 -0.788 0.517
C 2.263345 -2.147952 -3.192291 0.246 0.355 -0.249
N 1.271602 -2.719925 -3.127036 -0.100 -0.110 0.086
H 3.994177 -1.745796 -4.243761 0.311 0.260 0.026
H 4.105608 -1.688990 -2.436950 0.394 0.197 -0.196
H 3.285871 -0.349815 -3.300959 0.218 0.068 -0.150
C -1.317914 -1.203290 -4.323987 -0.206 -0.368 0.059
C -0.897101 -0.347414 -5.424015 0.110 -0.188 0.174
N -0.514417 0.317933 -6.276840 -0.103 0.081 -0.108
H -2.391934 -1.132361 -4.154649 0.004 0.125 -0.059
H -0.786944 -0.961481 -3.407122 0.104 0.178 -0.085
H -1.081918 -2.244399 -4.542798 0.048 0.055 -0.092
C 3.772820 4.099830 2.642478 0.110 0.417 0.043
C 2.706270 3.131633 2.398536 0.163 0.206 -0.084
N 1.898096 2.349222 2.170486 0.030 0.134 0.125
H 4.093672 4.580504 1.718896 0.015 -0.331 -0.161
H 4.624556 3.614841 3.113981 0.020 -0.077 -0.065
H 3.464602 4.930543 3.277433 -0.293 -0.266 0.175
```
Positions in Å, forces in eV/Å.

Output
HOMO-LUMO gap   9.326 eV
Spin multiplicity   1
LUMO   0.0143 Ha
Total energy   -40454.87425 eV
Highest occupied orbital energy   -8.94 eV
Charge   0

Atom charges from the Mulliken analysis, given in e for atoms 1 to 5:
1 C -0.77
2 N 0.22
3 C -0.96
4 C 0.15
5 O -0.61


No. 2
This record from the OMol25 dataset describes C21H38NNiS3Si2Te as an isolated structure. The level of theory is ωB97M-V with the def2-TZVPD basis set.

Geometry as XYZ:
```
67
Properties=species:S:1:pos:R:3:forces:R:3
Ni 1.244447 -0.927258 -0.403901 -0.280 0.136 -0.152
C 1.321493 -3.499724 -2.222832 0.065 0.008 0.023
C 2.759941 -3.442065 -1.732595 -0.047 0.017 -0.005
S 3.183293 -1.765384 -1.144119 -0.033 -0.046 -0.048
C 3.987479 -2.128854 0.439180 0.022 -0.010 0.071
C 3.119959 -2.815368 1.493342 0.076 0.052 -0.041
S 1.559409 -1.936064 1.810445 0.027 -0.055 0.161
C 0.336508 -3.263917 1.693877 -0.030 -0.005 -0.030
C 0.269180 -3.965141 0.345817 0.031 -0.002 0.031
S 0.134255 -2.793358 -1.045297 -0.008 -0.010 -0.051
H 1.024586 -4.522848 -2.456589 -0.001 0.000 0.014
H 1.190561 -2.907092 -3.128843 0.001 0.019 0.012
H 3.440539 -3.700159 -2.543475 -0.001 0.009 -0.005
H 2.933199 -4.151069 -0.924702 0.001 0.010 0.007
H 4.317964 -1.150277 0.790428 -0.014 0.006 -0.018
H 4.881753 -2.721023 0.241701 -0.005 -0.011 0.001
H 3.685058 -2.854850 2.424260 -0.007 -0.008 0.006
H 2.894451 -3.844186 1.216105 -0.021 0.006 -0.007
H -0.608378 -2.767206 1.922555 0.000 -0.002 -0.011
H 0.509480 -3.999362 2.480114 0.021 0.007 0.006
H -0.598797 -4.623520 0.315395 -0.006 0.004 -0.003
H 1.149905 -4.584408 0.181894 0.001 0.012 0.001
N 4.858390 5.403294 0.219075 -0.017 -0.010 0.000
C 4.290796 4.408966 0.125096 0.050 0.043 0.000
C 3.581528 3.164776 0.014293 -0.047 -0.062 -0.007
C 3.043746 2.767789 -1.207830 0.007 0.012 0.017
C 2.346568 1.574151 -1.297057 -0.018 -0.045 0.003
C 2.160297 0.743609 -0.185046 0.059 0.027 -0.041
C 2.715767 1.162562 1.026439 -0.042 -0.042 0.041
C 3.418569 2.354055 1.132995 0.016 0.022 -0.007
H 3.171695 3.396271 -2.079276 -0.002 -0.002 0.002
H 1.937738 1.288671 -2.260244 -0.002 0.002 0.005
H 2.594902 0.566904 1.925422 0.006 0.000 -0.012
H 3.837823 2.661648 2.082412 -0.006 -0.003 -0.002
C -3.033985 3.137312 1.161603 0.039 0.001 0.015
Si -1.307987 2.991353 1.872436 -0.010 0.032 0.015
C -1.295794 3.362431 3.703413 0.005 0.002 -0.042
C -0.100587 4.077307 0.947936 -0.023 -0.023 0.010
C -0.731346 1.198375 1.651558 -0.011 -0.014 0.028
Te -0.766368 0.585701 -0.393391 0.214 -0.115 0.012
C -2.518399 -0.623595 -0.232083 -0.053 0.052 0.014
Si -3.565211 -0.642488 -1.815515 -0.022 -0.011 0.002
C -2.536364 -1.327635 -3.223634 0.020 0.033 0.024
C -5.048046 -1.728797 -1.480177 0.039 0.011 -0.034
C -4.088205 1.111881 -2.190190 -0.005 -0.042 -0.005
H -3.391215 4.166957 1.232014 0.002 -0.007 0.011
H -3.745738 2.506217 1.699772 0.010 -0.001 0.000
H -3.062735 2.859974 0.104759 0.002 0.004 -0.005
H -1.577540 4.400756 3.891210 -0.003 -0.008 -0.006
H -0.301806 3.209378 4.129516 -0.004 0.005 -0.006
H -1.996654 2.725457 4.247004 0.001 0.001 -0.009
H -0.418905 5.121618 0.972839 0.007 -0.005 0.005
H -0.010617 3.787626 -0.102672 -0.010 0.005 0.007
H 0.895659 4.023565 1.393619 -0.009 -0.006 -0.001
H -1.353207 0.478334 2.187533 -0.009 0.011 -0.011
H 0.297771 1.074860 1.988800 -0.006 0.007 0.000
H -3.101839 -0.165176 0.571473 0.016 0.008 -0.015
H -2.241443 -1.628482 0.087397 0.019 -0.021 0.011
H -2.212444 -2.351789 -3.026659 -0.020 0.010 0.005
H -1.646786 -0.717497 -3.412065 -0.019 -0.010 0.010
H -3.122860 -1.334641 -4.144938 0.012 0.002 -0.002
H -4.751346 -2.747289 -1.219957 0.005 0.008 -0.004
H -5.691990 -1.788030 -2.360400 0.004 0.004 0.007
H -5.648563 -1.333239 -0.658381 0.007 0.000 -0.004
H -3.234574 1.784731 -2.300236 0.002 -0.014 -0.009
H -4.734311 1.511499 -1.405531 0.006 -0.004 0.007
H -4.650669 1.143767 -3.126094 -0.004 0.003 0.009
```
Positions in Å, forces in eV/Å.

Output
HOMO-LUMO gap (alpha / beta)   8.381 / 8.381 eV
Spin multiplicity   1
LUMO (alpha / beta)   -0.1026 / -0.1025 Ha
Total energy   -120477.76441 eV
Highest occupied orbital energy (alpha / beta)   -11.17 / -11.17 eV
Charge   +1

Atom charges from the Mulliken analysis, given in e for atoms 1 to 5:
1 Ni -0.10
2 C -0.95
3 C -0.71
4 S -0.10
5 C -0.78


Which value of spin multiplicity does entry 1 give?
1